Entry one
{"formula": "C5H7NO", "method": "ωB97M-V with the def2-TZVPD basis set", "homo_lumo_gap_ev": [7.57, 6.99], "smiles": "O=C1C=C=CN1.C", "charge": 0, "species": ["O", "C", "C", "C", "C", "N", "H", "H", "H", "C", "H", "H", "H", "H"], "positions_angstrom": [[-1.0543, 1.8308, -1.7897], [-1.0134, 1.1944, -0.7753], [-0.6809, 1.5079, 0.6651], [-1.0803, 0.4761, 1.4414], [-1.3294, -0.5879, 0.5421], [-1.5793, -0.1500, -0.6932], [-0.4852, 2.5200, 0.9965], [-1.2154, -1.6403, 0.7694], [-1.7543, -0.6901, -1.5328], [2.0361, -0.8963, 0.0696], [1.5824, -1.8254, -0.2931], [2.8691, -1.0936, 0.7450], [2.4018, -0.3205, -0.7864], [1.3032, -0.3251, 0.6414]]}

Entry two
{"formula": "C5H7NO", "method": "ωB97M-V with the def2-TZVPD basis set", "homo_lumo_gap_ev": 9.57, "charge": 0, "species": ["C", "C", "C", "C", "O", "C", "N", "H", "H", "H", "H", "H", "H", "H"], "positions_angstrom": [[-1.4645, -1.0647, 0.1720], [-0.2616, -0.2669, 0.6278], [0.9939, -0.3333, -0.3232], [1.2192, 1.1914, -0.3734], [1.1106, 1.6752, 0.8858], [-0.2829, 1.2153, 0.3080], [-0.4734, 1.7459, -0.8092], [-2.3206, -0.9202, 0.8386], [-1.2170, -2.1303, 0.1665], [-1.7574, -0.7616, -0.8371], [-0.0023, -0.4545, 1.6697], [1.8653, -0.8667, 0.0591], [0.6996, -0.7147, -1.3044], [1.8912, 1.6851, -1.0801]]}

entry one comes first in stability; the runner-up is 0.0433 hartree higher.